Record 1
217
Properties=species:S:1:pos:R:3 method="wB97M-V/def2-TZVPD" total_energy_ev=-258829.923 homo_lumo_gap_ev=9.93 homo_ha=-0.4161 charge=+1
C -1.94 -4.84 -0.79
C -0.40 -4.94 -0.77
C 0.21 -5.01 0.64
C 1.77 -5.00 0.59
N 2.39 -4.78 1.91
C 1.87 -5.73 3.02
C 3.00 -5.74 4.07
C 4.30 -5.39 3.25
C 3.82 -5.21 1.83
C 2.17 -3.38 2.42
C 3.25 -2.48 1.85
C 3.13 -0.96 2.10
H -2.20 -4.45 -1.76
H -2.37 -4.27 0.05
H -2.35 -5.79 -0.68
H 0.07 -4.07 -1.31
H 0.04 -5.77 -1.37
H -0.14 -5.97 1.05
H -0.24 -4.26 1.25
H 2.06 -4.17 -0.03
H 2.16 -5.93 0.11
H 0.94 -5.36 3.30
H 1.80 -6.72 2.57
H 2.86 -5.24 5.01
H 3.16 -6.78 4.28
H 4.77 -4.50 3.65
H 4.95 -6.28 3.24
H 4.39 -4.57 1.12
H 3.66 -6.22 1.42
H 2.31 -3.44 3.55
H 1.17 -3.14 2.14
H 3.36 -2.61 0.75
H 4.22 -2.82 2.26
H 3.91 -0.48 1.49
H 3.21 -0.56 3.08
H 2.12 -0.62 1.79
C -3.11 -4.18 -8.66
C -1.75 -3.54 -8.71
C -1.45 -2.69 -7.49
C -0.02 -2.10 -7.66
N 0.77 -2.04 -6.38
C 0.02 -1.20 -5.34
C 0.17 0.20 -5.91
C 1.54 0.27 -6.61
C 2.01 -1.18 -6.69
C 1.12 -3.49 -5.96
C 0.50 -3.95 -4.69
C 1.09 -5.32 -4.41
H -3.22 -4.75 -7.72
H -3.22 -4.90 -9.46
H -3.92 -3.39 -8.61
H -1.71 -2.87 -9.56
H -0.95 -4.29 -8.89
H -1.44 -3.35 -6.56
H -2.12 -1.83 -7.36
H 0.04 -1.17 -8.19
H 0.65 -2.73 -8.31
H 0.49 -1.35 -4.36
H -1.04 -1.49 -5.45
H 0.07 0.93 -5.08
H -0.55 0.42 -6.72
H 2.30 0.91 -6.07
H 1.49 0.62 -7.64
H 2.70 -1.38 -5.83
H 2.51 -1.46 -7.63
H 2.21 -3.45 -5.95
H 0.69 -4.04 -6.70
H -0.63 -3.95 -4.72
H 0.81 -3.26 -3.87
H 2.16 -5.24 -4.11
H 1.10 -5.97 -5.35
H 0.51 -5.88 -3.77
C 6.20 9.62 1.33
C 4.95 8.76 1.74
C 4.89 7.43 0.95
C 5.87 6.51 1.57
N 6.09 5.14 0.99
C 6.56 5.21 -0.44
C 7.88 4.50 -0.64
C 7.85 3.55 0.60
C 7.13 4.36 1.69
C 4.74 4.33 1.04
C 4.00 4.27 2.34
C 2.75 3.35 2.20
H 5.97 9.95 0.33
H 7.13 9.07 1.32
H 6.41 10.47 2.03
H 4.13 9.33 1.40
H 4.89 8.48 2.84
H 5.02 7.73 -0.12
H 3.87 7.10 1.04
H 5.62 6.37 2.65
H 6.81 6.96 1.50
H 5.82 4.73 -1.08
H 6.57 6.23 -0.80
H 7.88 3.82 -1.55
H 8.69 5.22 -0.59
H 7.24 2.65 0.58
H 8.79 3.17 0.96
H 6.82 3.73 2.49
H 7.76 5.09 2.17
H 5.09 3.40 0.66
H 4.16 4.75 0.24
H 3.59 5.21 2.66
H 4.75 3.87 3.10
H 2.90 2.41 1.71
H 1.99 3.88 1.67
H 2.43 3.17 3.25
C -7.17 4.77 6.17
C -7.54 3.63 5.26
C -6.67 2.40 5.27
C -7.03 1.53 4.11
N -6.62 0.10 4.08
C -5.13 -0.18 3.68
C -5.16 -0.77 2.31
C -6.42 -1.61 2.37
C -7.45 -0.69 2.94
C -7.08 -0.52 5.42
C -8.46 -0.15 6.02
C -9.05 -1.28 6.89
H -7.93 5.51 5.98
H -6.18 5.15 5.86
H -7.14 4.46 7.21
H -7.51 3.89 4.23
H -8.57 3.37 5.46
H -6.77 1.92 6.26
H -5.60 2.74 5.15
H -6.80 1.86 3.07
H -8.14 1.43 4.09
H -4.89 -0.92 4.39
H -4.54 0.76 3.82
H -4.28 -1.39 2.14
H -5.19 0.00 1.55
H -6.22 -2.42 3.04
H -6.65 -1.94 1.41
H -8.29 -1.15 3.38
H -7.67 0.00 2.15
H -6.35 -0.22 6.17
H -7.05 -1.57 5.25
H -9.17 -0.04 5.19
H -8.51 0.80 6.57
H -9.51 -2.10 6.27
H -9.93 -0.80 7.34
H -8.40 -1.72 7.64
C -1.52 -0.27 0.98
C -0.58 -0.53 -0.22
O -0.01 -1.55 -0.36
N -0.56 0.43 -1.41
H 0.35 0.17 -1.84
H -1.35 0.12 -2.03
C -0.67 1.91 -1.23
H -1.35 -1.03 1.66
H -2.49 -0.16 0.59
H -1.31 0.73 1.42
H -0.55 2.30 -2.22
H 0.10 2.30 -0.52
H -1.64 2.16 -0.91
C -5.19 -1.64 -2.13
F -4.90 -2.39 -3.17
F -6.48 -1.39 -1.99
F -4.84 -2.28 -1.03
S -4.26 -0.01 -2.29
O -2.93 -0.54 -2.14
O -4.59 0.50 -3.56
N -4.45 0.90 -1.04
S -5.63 2.01 -0.82
O -6.64 2.11 -1.86
O -5.96 1.97 0.56
C -4.58 3.59 -0.92
F -5.36 4.64 -0.91
F -3.76 3.66 0.19
F -3.81 3.53 -2.00
C 4.23 0.65 -2.35
F 5.30 0.31 -1.66
F 3.70 1.79 -1.79
F 4.59 0.86 -3.62
S 3.03 -0.76 -2.36
O 3.02 -1.22 -0.99
O 1.75 -0.23 -2.83
N 3.61 -1.83 -3.39
S 4.03 -3.36 -3.19
O 3.45 -4.09 -2.06
O 3.96 -3.99 -4.46
C 5.70 -3.15 -2.68
F 5.76 -2.71 -1.41
F 6.33 -4.33 -2.75
F 6.36 -2.34 -3.50
C 1.25 4.61 -5.42
F 0.47 5.57 -4.98
F 0.58 3.47 -5.56
F 1.75 4.90 -6.66
S 2.65 4.47 -4.30
O 3.42 3.32 -4.68
O 3.25 5.76 -4.42
N 1.88 4.21 -2.96
S 2.20 4.92 -1.61
O 1.86 4.10 -0.47
O 3.47 5.60 -1.55
C 0.96 6.24 -1.48
F 0.95 6.47 -0.15
F 1.25 7.32 -2.19
F -0.23 5.74 -1.84
C -1.71 -1.57 5.11
F -0.61 -1.03 4.70
F -1.68 -1.74 6.44
F -2.60 -0.62 4.81
S -2.24 -3.10 4.15
O -3.60 -2.87 3.81
O -1.28 -3.09 3.04
N -2.02 -4.24 5.12
S -0.68 -4.67 5.85
O -0.41 -6.02 5.45
O 0.43 -3.70 5.74
C -1.05 -4.75 7.62
F -2.24 -5.34 7.79
F -0.11 -5.43 8.17
F -1.15 -3.52 8.11

---

Record 2
180
Properties=species:S:1:pos:R:3 method="wB97M-V/def2-TZVPD" total_energy_ev=-88922.350 homo_lumo_gap_ev=7.50 homo_ha=-0.3921 charge=+1
C -2.52 3.79 -1.80
C -3.53 4.48 -2.73
C -4.24 3.56 -3.76
C -3.32 2.58 -4.54
C -3.87 1.11 -4.55
C -2.76 0.05 -4.27
C -2.38 0.14 -2.77
C -0.89 -0.10 -2.46
C 0.06 0.93 -3.09
C 1.56 0.52 -3.07
C 1.64 -0.59 -4.19
O 2.31 -0.04 -5.33
C 1.47 0.14 -6.47
C 1.95 1.41 -7.22
C 3.48 1.44 -7.42
C 2.50 1.58 -3.68
N 3.62 1.42 -3.09
C 3.74 0.31 -2.07
I 4.96 1.25 -0.52
O 4.26 -0.76 -2.75
C 5.64 -0.68 -3.14
C 6.51 -1.65 -2.29
O 7.53 -0.96 -1.60
C 8.09 -1.83 -0.62
C 7.23 -1.93 0.67
C 2.20 0.15 -1.69
C 1.79 -1.26 -1.17
C 2.93 -2.03 -0.42
C 2.32 -2.86 0.76
C 3.32 -2.99 1.95
O 2.74 -2.52 3.16
C 1.84 1.17 -0.59
C 1.78 0.80 0.75
C 1.42 1.69 1.74
C 1.10 3.01 1.45
C 1.17 3.38 0.12
C 1.53 2.49 -0.86
H -2.93 2.93 -1.24
H -1.62 3.53 -2.37
H -2.19 4.51 -1.04
H -4.30 4.92 -2.08
H -3.00 5.32 -3.21
H -5.09 3.08 -3.26
H -4.67 4.24 -4.51
H -2.29 2.56 -4.16
H -3.27 2.91 -5.58
H -4.56 1.03 -3.70
H -4.43 0.88 -5.46
H -3.19 -0.92 -4.55
H -1.92 0.24 -4.96
H -2.95 -0.65 -2.27
H -2.77 1.08 -2.37
H -0.77 0.01 -1.37
H -0.59 -1.13 -2.68
H -0.15 1.92 -2.66
H -0.22 1.00 -4.15
H 2.23 -1.45 -3.85
H 0.66 -0.97 -4.48
H 0.42 0.32 -6.21
H 1.53 -0.71 -7.16
H 1.49 1.40 -8.22
H 1.56 2.31 -6.72
H 3.76 2.40 -7.88
H 4.00 1.38 -6.46
H 3.75 0.65 -8.12
H 2.23 2.32 -4.42
H 4.44 1.99 -3.28
H 5.68 -1.09 -4.17
H 6.06 0.33 -3.20
H 6.98 -2.38 -2.97
H 5.82 -2.21 -1.64
H 8.25 -2.83 -1.03
H 9.08 -1.47 -0.33
H 7.80 -1.79 1.60
H 6.39 -1.23 0.65
H 6.78 -2.93 0.72
H 0.90 -1.20 -0.55
H 1.50 -1.92 -2.01
H 3.36 -2.76 -1.11
H 3.70 -1.37 0.00
H 1.93 -3.83 0.42
H 1.46 -2.31 1.16
H 4.24 -2.40 1.76
H 3.54 -4.05 2.10
H 2.51 -1.59 3.07
H 1.99 -0.21 1.09
H 1.37 1.38 2.78
H 0.79 3.68 2.24
H 0.92 4.41 -0.15
H 1.52 2.89 -1.88
C -5.32 1.10 3.17
C -5.27 0.40 1.83
O -4.17 0.80 1.02
C -2.88 0.53 1.54
C -2.61 -0.95 1.74
H -5.25 2.18 3.05
H -6.24 0.86 3.70
H -4.49 0.79 3.81
H -6.17 0.65 1.27
H -5.28 -0.69 1.95
H -2.72 1.09 2.46
H -2.18 0.92 0.80
H -3.22 -1.37 2.54
H -1.56 -1.11 2.00
H -2.83 -1.51 0.83
C 7.85 6.10 1.10
C 6.51 6.81 1.06
O 5.51 6.08 0.36
C 5.17 4.83 0.90
C 4.59 4.90 2.30
H 8.16 5.79 0.10
H 8.62 6.75 1.52
H 7.81 5.20 1.72
H 6.63 7.75 0.52
H 6.17 7.06 2.07
H 6.03 4.14 0.86
H 4.41 4.41 0.23
H 5.34 5.21 3.03
H 4.21 3.92 2.61
H 3.77 5.62 2.34
C -8.79 -1.71 3.93
C -8.81 -2.26 2.51
O -7.67 -3.02 2.18
C -7.46 -4.19 2.95
C -8.57 -5.22 2.82
H -7.85 -1.19 4.12
H -9.62 -1.02 4.08
H -8.88 -2.51 4.66
H -8.83 -1.42 1.81
H -9.73 -2.83 2.32
H -7.28 -3.94 4.00
H -6.53 -4.63 2.58
H -9.50 -4.86 3.28
H -8.30 -6.15 3.32
H -8.78 -5.42 1.77
C -8.24 -1.46 9.34
C -8.42 -2.66 8.43
O -7.66 -2.59 7.24
C -6.25 -2.54 7.39
C -5.67 -3.77 8.06
H -8.39 -0.53 8.79
H -8.94 -1.51 10.17
H -7.23 -1.43 9.77
H -9.46 -2.72 8.12
H -8.20 -3.60 8.96
H -5.95 -1.63 7.92
H -5.84 -2.46 6.38
H -5.97 -3.84 9.11
H -4.58 -3.75 8.03
H -6.02 -4.68 7.56
C 13.00 8.09 -0.88
C 12.34 6.98 -0.09
O 11.00 6.72 -0.47
C 10.80 6.30 -1.80
C 11.48 4.98 -2.13
H 12.38 8.99 -0.88
H 13.97 8.34 -0.46
H 13.16 7.80 -1.93
H 12.30 7.27 0.96
H 12.93 6.06 -0.14
H 11.11 7.08 -2.51
H 9.72 6.18 -1.92
H 12.57 5.07 -2.12
H 11.18 4.63 -3.12
H 11.21 4.22 -1.39
C -6.35 -7.62 0.53
C -7.01 -8.74 1.32
O -8.35 -8.99 0.95
C -8.56 -9.40 -0.39
C -7.88 -10.71 -0.74
H -6.98 -6.72 0.55
H -5.37 -7.38 0.95
H -6.21 -7.89 -0.52
H -7.03 -8.46 2.37
H -6.41 -9.66 1.25
H -8.26 -8.61 -1.09
H -9.64 -9.51 -0.50
H -6.80 -10.62 -0.74
H -8.19 -11.05 -1.73
H -8.14 -11.48 -0.01